# 1
{
  "formula": "C4H4NO",
  "method": "ωB97M-V/def2-TZVPD",
  "species": ["C", "C", "C", "C", "N", "O", "H", "H", "H", "H"],
  "xyz": [[-0.090, 2.224, -0.759], [-1.769, 0.598, -0.958], [-0.540, 0.885, -0.313], [0.335, -0.058, 0.422], [0.130, 3.273, -1.133], [-2.851, 1.006, -0.927], [-1.367, -0.218, -1.511], [-0.206, -0.978, 0.505], [0.370, 0.606, 1.316], [1.394, -0.055, 0.120]],
  "orbital_gap_ev": 7.947,
  "fmax_ev_per_a": 4.98,
  "charge": 1,
  "e_above_lowest_kj_mol": 250.6,
  "e_tot_ev": -7737.8467
}

=====

# 2
{
  "formula": "C18H60Cd2N4O12",
  "method": "ωB97M-V/def2-TZVPD",
  "species": ["Cd", "Cd", "O", "C", "C", "O", "H", "H", "H", "H", "C", "C", "C", "O", "C", "N", "H", "H", "H", "H", "H", "H", "H", "H", "H", "H", "H", "C", "C", "C", "O", "C", "N", "H", "H", "H", "H", "H", "H", "H", "H", "H", "H", "H", "C", "C", "C", "O", "C", "N", "H", "H", "H", "H", "H", "H", "H", "H", "H", "H", "H", "C", "C", "C", "O", "C", "N", "H", "H", "H", "H", "H", "H", "H", "H", "H", "H", "H", "O", "H", "H", "O", "H", "H", "O", "H", "H", "O", "H", "H", "O", "H", "H", "O", "H", "H"],
  "xyz": [[-20.622, 21.842, -1.420], [-24.435, 22.283, -0.239], [-24.422, 22.442, 1.873], [-23.069, 22.337, 2.242], [-22.044, 22.726, 1.173], [-22.295, 22.223, -0.180], [-22.872, 21.315, 2.607], [-22.858, 22.977, 3.108], [-21.017, 22.485, 1.444], [-22.166, 23.817, 1.088], [-17.730, 24.217, 2.104], [-17.118, 22.850, 1.910], [-17.887, 21.678, 2.493], [-17.690, 21.684, 3.882], [-18.145, 20.523, 4.540], [-16.970, 22.592, 0.425], [-18.780, 24.260, 1.788], [-17.192, 25.011, 1.588], [-17.783, 24.408, 3.178], [-16.098, 22.818, 2.297], [-17.479, 20.751, 2.071], [-18.965, 21.780, 2.291], [-19.233, 20.568, 4.673], [-17.636, 20.466, 5.497], [-17.961, 19.584, 4.003], [-16.598, 21.657, 0.288], [-16.241, 23.229, 0.114], [-22.100, 26.703, 1.528], [-20.681, 26.558, 2.083], [-19.628, 26.861, 1.031], [-19.896, 26.082, -0.142], [-19.086, 26.486, -1.235], [-20.456, 27.470, 3.222], [-22.338, 27.728, 1.240], [-22.853, 26.425, 2.272], [-22.286, 26.001, 0.708], [-20.588, 25.531, 2.451], [-18.628, 26.681, 1.433], [-19.712, 27.909, 0.720], [-18.027, 26.317, -1.009], [-19.184, 27.561, -1.416], [-19.388, 25.963, -2.139], [-20.822, 28.379, 2.961], [-21.005, 27.111, 3.993], [-27.321, 26.490, 3.668], [-26.214, 25.917, 2.807], [-25.420, 26.934, 1.995], [-26.251, 27.851, 1.357], [-25.561, 28.947, 0.778], [-25.287, 25.146, 3.662], [-28.114, 26.833, 3.000], [-26.978, 27.342, 4.254], [-27.727, 25.751, 4.356], [-26.608, 25.243, 2.027], [-24.826, 26.351, 1.261], [-24.646, 27.406, 2.622], [-24.761, 29.284, 1.447], [-26.308, 29.733, 0.704], [-25.122, 28.699, -0.192], [-24.503, 24.790, 3.114], [-25.792, 24.282, 3.868], [-19.544, 24.691, 5.545], [-20.392, 23.613, 6.253], [-20.086, 23.583, 7.741], [-18.732, 23.529, 8.091], [-18.045, 22.458, 7.506], [-21.831, 23.938, 6.114], [-19.702, 25.656, 6.025], [-19.863, 24.750, 4.500], [-18.478, 24.466, 5.610], [-20.315, 22.644, 5.755], [-20.658, 22.766, 8.214], [-20.559, 24.439, 8.230], [-17.156, 22.217, 8.088], [-17.674, 22.639, 6.488], [-18.694, 21.574, 7.456], [-22.012, 24.127, 5.131], [-22.059, 24.824, 6.558], [-19.325, 23.400, -0.687], [-18.385, 23.151, -0.436], [-19.541, 24.207, -0.179], [-21.256, 23.036, -3.022], [-21.485, 22.884, -3.949], [-21.646, 23.891, -2.790], [-26.396, 22.310, 3.912], [-25.792, 22.372, 3.158], [-25.833, 22.127, 4.672], [-24.866, 20.085, -0.199], [-24.679, 19.261, -0.658], [-25.382, 19.824, 0.606], [-26.604, 22.542, -0.358], [-27.060, 22.689, 0.483], [-27.290, 22.553, -1.036], [-26.373, 19.772, 1.974], [-27.128, 19.418, 2.454], [-26.040, 20.492, 2.531]],
  "orbital_gap_ev": 4.397,
  "fmax_ev_per_a": 1.70,
  "charge": 2,
  "e_above_lowest_kj_mol": 0.0,
  "e_tot_ev": -59281.0283
}

=====

# 3
{
  "formula": "C59H49IrN5O7P2S",
  "method": "ωB97M-V/def2-TZVPD",
  "species": ["Ir", "C", "C", "P", "C", "C", "C", "C", "C", "C", "C", "C", "C", "C", "C", "C", "P", "C", "C", "C", "C", "C", "C", "C", "C", "C", "C", "C", "C", "H", "H", "H", "H", "H", "H", "H", "H", "H", "H", "H", "H", "H", "H", "H", "H", "H", "H", "H", "H", "H", "H", "H", "H", "C", "O", "C", "C", "C", "C", "C", "C", "C", "N", "C", "C", "N", "C", "C", "C", "C", "N", "C", "C", "N", "C", "C", "C", "C", "H", "H", "H", "H", "H", "H", "H", "H", "H", "H", "H", "H", "H", "H", "O", "C", "C", "C", "C", "C", "C", "C", "O", "O", "H", "H", "H", "H", "H", "N", "C", "C", "C", "C", "C", "C", "S", "O", "O", "O", "H", "H", "H", "H", "H", "H"],
  "xyz": [[0.983, -0.622, 0.627], [0.934, -0.663, 4.221], [-0.016, -1.806, 3.925], [0.408, -2.657, 2.262], [-0.842, -3.980, 2.425], [-2.179, -3.691, 2.672], [-3.086, -4.708, 2.923], [-2.671, -6.030, 2.932], [-1.352, -6.330, 2.633], [-0.453, -5.317, 2.363], [1.957, -3.408, 2.889], [1.967, -4.427, 3.837], [3.163, -5.013, 4.215], [4.361, -4.559, 3.691], [4.365, -3.501, 2.797], [3.167, -2.937, 2.395], [1.075, 0.548, 2.832], [2.302, 1.701, 3.554], [3.534, 1.195, 3.968], [4.496, 2.041, 4.487], [4.254, 3.403, 4.564], [3.042, 3.916, 4.132], [2.068, 3.073, 3.632], [-0.412, 1.606, 2.848], [-0.660, 2.320, 1.675], [-1.715, 3.208, 1.600], [-2.543, 3.384, 2.699], [-2.318, 2.661, 3.860], [-1.252, 1.778, 3.941], [1.944, -1.068, 4.346], [0.672, -0.136, 5.145], [-1.047, -1.454, 3.938], [0.077, -2.570, 4.701], [-2.538, -2.674, 2.657], [-4.121, -4.470, 3.120], [-3.371, -6.820, 3.162], [-1.021, -7.359, 2.618], [0.563, -5.561, 2.104], [1.042, -4.790, 4.264], [3.164, -5.845, 4.904], [5.290, -5.027, 3.981], [5.304, -3.125, 2.421], [3.144, -2.128, 1.672], [3.739, 0.134, 3.898], [5.435, 1.636, 4.831], [5.012, 4.066, 4.950], [2.848, 4.977, 4.183], [1.123, 3.486, 3.309], [-0.016, 2.174, 0.815], [-1.885, 3.771, 0.694], [-3.358, 4.090, 2.652], [-2.964, 2.798, 4.715], [-1.072, 1.251, 4.867], [-8.954, 5.224, -7.306], [-7.720, 4.672, -7.713], [-6.930, 4.086, -6.797], [-7.265, 3.917, -5.451], [-6.382, 3.302, -4.588], [-5.141, 2.844, -5.031], [-4.805, 3.025, -6.381], [-5.684, 3.623, -7.248], [-4.199, 2.212, -4.140], [-2.938, 1.970, -4.434], [-2.395, 1.408, -3.333], [-3.357, 1.289, -2.318], [-4.498, 1.806, -2.860], [-3.056, 0.745, -1.047], [-3.958, 0.607, 0.020], [-3.516, 0.084, 1.211], [-2.190, -0.331, 1.305], [-1.328, -0.227, 0.318], [-1.713, 0.320, -0.845], [-0.715, 0.458, -1.872], [0.543, 0.072, -1.582], [1.456, 0.148, -2.528], [1.203, 0.635, -3.814], [-0.062, 1.073, -4.123], [-1.054, 0.985, -3.139], [-9.391, 5.666, -8.200], [-8.811, 6.003, -6.551], [-9.630, 4.457, -6.917], [-8.213, 4.263, -5.072], [-6.666, 3.209, -3.550], [-3.838, 2.687, -6.719], [-5.437, 3.753, -8.290], [-5.409, 1.834, -2.435], [-4.988, 0.908, -0.089], [-4.172, -0.008, 2.062], [-1.810, -0.757, 2.220], [2.445, -0.196, -2.270], [2.000, 0.673, -4.539], [-0.323, 1.470, -5.092], [3.860, -3.081, -2.309], [3.497, -4.335, -1.984], [4.165, -5.405, -2.582], [3.810, -6.705, -2.290], [2.798, -6.967, -1.372], [2.144, -5.922, -0.758], [2.471, -4.599, -1.061], [1.751, -3.505, -0.366], [0.884, -3.814, 0.475], [2.060, -2.302, -0.631], [3.242, -2.481, -1.830], [4.956, -5.179, -3.281], [4.317, -7.521, -2.787], [2.529, -7.986, -1.143], [1.368, -6.103, -0.030], [3.370, 0.176, 0.261], [3.543, 1.479, -0.274], [2.852, 2.529, 0.324], [3.000, 3.825, -0.130], [3.866, 4.037, -1.173], [4.555, 3.034, -1.805], [4.379, 1.730, -1.360], [4.108, 5.782, -1.744], [5.523, 5.920, -1.488], [3.214, 6.522, -0.889], [3.701, 5.617, -3.122], [3.866, -0.521, -0.288], [3.711, 0.145, 1.218], [2.205, 2.321, 1.161], [2.477, 4.660, 0.305], [5.225, 3.276, -2.613], [4.910, 0.923, -1.843]],
  "orbital_gap_ev": [4.679, 4.680],
  "fmax_ev_per_a": 2.59,
  "charge": 1,
  "e_above_lowest_kj_mol": 48.3,
  "e_tot_ev": -116008.4563
}